Record 1
{"formula": "C7H13N3O5", "method": "ωB97M-V/def2-TZVPD", "elements": ["N", "C", "O", "C", "C", "N", "C", "O", "N", "C", "C", "O", "C", "O", "O", "H", "H", "H", "H", "H", "H", "H", "H", "H", "H", "H", "H", "H"], "positions_angstrom": [[-2.6779, -2.1715, 2.2501], [-1.7059, -1.3292, 1.6155], [-1.4093, -0.2502, 1.9772], [-1.2033, -2.0580, 0.3362], [-1.1301, -0.9319, -0.8094], [-1.0292, -1.4921, -2.1578], [0.1977, -0.1448, -0.8083], [1.0759, -0.3068, -1.5905], [0.1949, 0.6749, 0.2232], [1.2099, 1.6994, 0.4546], [2.6328, 1.4632, 0.1548], [2.9274, 1.6264, -1.3324], [0.5982, 2.9185, -0.1459], [-0.0821, 3.6631, 0.5079], [0.6835, 2.9709, -1.4459], [-2.4363, -3.0946, 2.1010], [-2.9706, -1.9846, 3.1906], [-2.0065, -2.7156, -0.1847], [-0.2589, -2.5260, 0.5626], [-2.0021, -0.3359, -0.6399], [-1.7397, -2.2020, -2.1715], [-0.1177, -1.8368, -2.3523], [-0.4362, 0.4988, 0.9205], [1.2567, 1.8334, 1.5244], [2.9384, 0.4756, 0.4432], [3.0912, 2.2024, 0.7746], [2.7680, 0.7291, -1.7036], [1.6311, 2.6242, -1.6942]], "forces_ev_per_angstrom": [[1.1045, 2.8952, -0.4726], [-2.5372, -4.9715, -0.3761], [0.0898, 2.0773, 1.3359], [-1.6415, 1.9377, -1.6319], [2.8672, -1.9852, -1.0603], [-2.7703, 0.1768, 0.9059], [-2.7996, 0.1344, 2.6378], [2.1364, -0.5103, -2.0093], [3.7512, 1.6126, -1.8027], [-0.9591, -0.7802, 1.2844], [0.0843, -0.5060, -3.0543], [0.3972, -0.3519, 2.1036], [-0.8018, 0.6901, 0.8422], [-0.0879, 0.2713, 0.0898], [1.9775, 0.2715, -1.7754], [0.0773, -2.2715, -0.3586], [0.0523, 0.4204, 0.3087], [1.4324, 0.4514, 1.7619], [0.2795, -0.4208, -0.2975], [-0.3884, 0.6817, -0.4094], [0.0177, -0.6005, -0.8546], [0.6439, -0.3269, -0.0578], [-1.9681, -0.0134, 2.0274], [-0.5068, 0.2282, 0.5090], [0.2634, -0.4209, 0.2246], [1.2636, 0.5891, -0.3778], [-0.2689, 0.7571, 0.2742], [-1.7087, -0.0357, 0.2331]], "charge": 0, "homo_ev": -9.389, "de_lowest_ev": 2.122, "orbital_gap_ev": 9.79, "smiles": "NC(=O)C[C@H](N)C(=O)N[C@@H](CO)C(=O)O", "molar_mass_g_mol": 219.20, "lumo_energy_ev": 0.3970, "fmax_ev_per_a": 5.59}

Record 2
{"formula": "C7H13N4O3", "method": "ωB97M-V/def2-TZVPD", "elements": ["C", "C", "C", "C", "C", "C", "C", "N", "N", "N", "N", "O", "O", "O", "H", "H", "H", "H", "H", "H", "H", "H", "H", "H", "H", "H", "H"], "positions_angstrom": [[3.1303, -0.0186, -0.9971], [-1.2860, -0.0326, 0.3430], [-3.5908, 0.5160, 0.4142], [3.1093, -1.4229, -0.3793], [2.1651, -1.1288, 0.8269], [-2.2291, 1.3354, 2.2268], [-4.6628, 0.3906, -1.8054], [1.9715, 0.2497, 0.9274], [2.4305, 0.8000, -0.1804], [3.8140, 0.2471, -2.1037], [-2.2290, 0.6322, 0.9033], [-0.1150, -0.2318, 0.2451], [-4.5769, 0.4409, 1.0755], [-3.4652, 0.6039, -0.9011], [2.6179, -2.3156, -0.8462], [4.0842, -1.7034, -0.0059], [1.2198, -1.6912, 0.8650], [2.6590, -1.3877, 1.8350], [-1.4289, 1.0069, 2.9487], [-2.0712, 2.3491, 1.9205], [-3.2109, 1.2149, 2.6430], [-5.4965, 1.1041, -1.7486], [-5.0331, -0.5868, -1.6647], [-4.3077, 0.4680, -2.7717], [2.6035, 1.7721, -0.1202], [4.1651, -0.5612, -2.6170], [3.5056, 1.1002, -2.5031]], "forces_ev_per_angstrom": [[-0.2726, -2.3023, 0.6484], [-0.1499, -1.2283, -2.3702], [0.3271, -0.0661, -1.5377], [-1.9666, 0.0250, 0.9985], [1.6814, -2.0482, 2.5426], [1.5548, -0.1222, 0.0792], [0.1534, 0.7378, 2.0947], [-0.7070, 1.3274, 1.4183], [1.9140, -1.1998, -1.7432], [-0.9858, -0.2233, 1.3364], [-1.4330, 0.3939, 2.9369], [-0.5335, 0.4998, 0.4289], [0.2855, 0.0077, 0.0449], [-1.9342, -0.0661, -1.5473], [0.8710, 1.1948, -0.7390], [0.4255, 0.0471, -0.2331], [0.4680, 0.2606, -0.4560], [-0.4785, 0.0362, -1.4093], [-0.8196, 0.1132, -1.0701], [0.1146, 0.8556, 0.5505], [-0.2294, -0.1058, 0.2970], [0.6039, 0.0822, 0.8658], [-0.3634, -1.1007, 0.4478], [1.2469, 0.1582, -1.8034], [-0.1843, 1.2545, -0.3389], [-0.1655, 0.7736, -0.1234], [0.5773, 0.6951, -1.3189]], "charge": 1, "homo_ev": [-10.093, -11.931], "de_lowest_ev": 4.736, "orbital_gap_ev": [5.90, 8.68], "molar_mass_g_mol": 201.21, "lumo_energy_ev": [-4.1937, -3.2522], "fmax_ev_per_a": 3.67}

Record 3
{"formula": "C7H13NO", "method": "ωB97M-V/def2-TZVPD", "elements": ["C", "C", "C", "C", "N", "C", "C", "C", "O", "H", "H", "H", "H", "H", "H", "H", "H", "H", "H", "H", "H", "H"], "positions_angstrom": [[-0.4404, -0.4280, 1.2779], [-2.2384, 1.0418, 0.3949], [-0.7594, -1.5852, -1.0619], [2.4686, -0.2982, 0.2635], [-0.8313, 0.6912, 0.4492], [-0.0269, -0.6555, -0.1514], [0.7207, 1.5670, -0.3477], [1.2344, 0.0076, -0.5687], [1.4144, 2.3988, 0.2477], [0.1512, 1.8813, -1.2450], [0.3115, -0.2101, 2.0322], [-1.2520, -1.0523, 1.6424], [1.4138, -0.1379, -1.6363], [-2.5604, 1.4775, 1.3472], [-2.3914, 1.7727, -0.4021], [-2.8799, 0.1783, 0.1954], [-0.9192, -1.1295, -2.0426], [-0.1486, -2.4803, -1.2280], [-1.7214, -1.8954, -0.6465], [3.2596, -0.7333, -0.3540], [2.9182, 0.5747, 0.7434], [2.2770, -0.9852, 1.0906]], "forces_ev_per_angstrom": [[0.6021, -0.0694, -0.4222], [-0.0201, -0.1818, -0.3565], [-0.0616, -0.1597, 0.0588], [0.6606, -0.3602, 0.0867], [0.4375, -1.5020, -0.2360], [-1.9191, 1.6726, 1.1381], [2.8007, 0.1020, -0.9613], [-0.2632, 1.7166, 0.7358], [-1.3206, -1.1960, -0.1209], [-0.4369, -0.1053, 0.3603], [0.0364, -0.0758, -0.0276], [-0.0482, 0.0078, -0.0018], [0.0062, 0.1147, 0.0640], [0.1764, -0.0174, -0.0978], [-0.0097, -0.0234, 0.0781], [-0.0153, -0.0606, -0.0368], [-0.0023, 0.0244, 0.0765], [-0.1042, 0.0556, 0.0926], [0.0900, 0.0042, -0.0722], [-0.1151, -0.0881, 0.0903], [-0.3604, 0.3106, -0.2817], [-0.1329, -0.1687, -0.1664]], "charge": 0, "homo_ev": -8.424, "de_lowest_ev": 3.049, "orbital_gap_ev": 9.15, "molar_mass_g_mol": 127.19, "lumo_energy_ev": 0.7289, "fmax_ev_per_a": 2.96}

Record 4
{"formula": "C7H13NO", "method": "ωB97M-V/def2-TZVPD", "elements": ["C", "C", "C", "C", "C", "C", "C", "N", "O", "H", "H", "H", "H", "H", "H", "H", "H", "H", "H", "H", "H", "H"], "positions_angstrom": [[0.6077, -0.3957, -0.0467], [1.2463, -0.8817, -1.3591], [1.6101, -0.4352, 1.1144], [-0.4893, 1.7600, 0.9718], [-1.8441, 0.3238, -0.9061], [-0.0637, 1.0551, -0.3154], [-0.6044, -1.1325, 0.1861], [-1.3462, -1.9299, 0.6878], [0.4319, 1.7203, -1.2450], [-1.0983, -2.7499, 1.2316], [1.7736, -1.8269, -1.2128], [2.3842, 0.3097, 0.9209], [1.9483, -0.1178, -1.6919], [0.5044, -0.9991, -2.1478], [1.1417, -0.1980, 2.0701], [2.0871, -1.4146, 1.1977], [0.4009, 2.1487, 1.4718], [-1.0234, 1.1013, 1.6600], [-1.1364, 2.5976, 0.7136], [-2.0584, 1.3291, -1.2641], [-1.7975, -0.3217, -1.7847], [-2.6745, 0.0574, -0.2524]], "forces_ev_per_angstrom": [[0.6119, 0.6478, -0.3421], [0.0050, 0.1069, 0.0843], [-0.0802, -0.0114, -0.1034], [-0.3557, -0.1839, -0.1816], [-0.4501, -0.9264, 0.2069], [1.8091, -0.0013, 0.1019], [-1.3042, 0.8691, 0.0940], [0.1241, 0.1012, -0.3394], [-0.6793, -0.5874, 0.5482], [0.1235, 0.1301, -0.0595], [-0.0809, 0.0173, 0.0323], [-0.0003, -0.0592, 0.0008], [-0.0374, -0.0050, 0.0585], [-0.0127, 0.0155, 0.0324], [-0.0191, 0.0056, -0.0350], [-0.0093, 0.0503, -0.0262], [0.0029, -0.0159, -0.1092], [0.0195, -0.0040, -0.0242], [0.0462, -0.0150, 0.0250], [0.4746, 0.1438, 0.0871], [-0.1858, -0.0407, 0.0073], [-0.0019, -0.2372, -0.0582]], "charge": 0, "homo_ev": [-8.105, -8.106], "de_lowest_ev": 4.479, "orbital_gap_ev": [8.15, 8.15], "molar_mass_g_mol": 127.19, "lumo_energy_ev": [0.0482, 0.0486], "fmax_ev_per_a": 1.81}